Molecular formula: C29H17CdF6N7O8S3
Method: DFT, ωB97M-V/def2-TZVPD

Geometry as XYZ:
```
71
Properties=species:S:1:pos:R:3:mulliken_charge:R:1
Cd -0.17199 -0.51435 -0.36783 2.645
N 5.30066 -4.04178 7.79364 -0.593
C 4.70390 -3.72917 6.86118 -0.044
C 3.95560 -3.33989 5.69611 0.651
C 3.71661 -1.98975 5.43834 -0.869
C 2.99768 -1.62253 4.31541 0.165
C 2.50940 -2.59640 3.44710 -1.276
C 2.74507 -3.94022 3.71107 0.086
C 3.46925 -4.31654 4.82998 -0.829
C 1.71981 -2.16048 2.25584 0.192
C 0.34094 -2.23272 2.40909 0.346
C -0.36486 -2.68285 3.56763 -0.502
C -1.69944 -2.48760 3.31584 -1.271
C -1.77498 -1.91828 2.01506 -0.508
N -0.57817 -1.78137 1.47801 0.218
C 2.47993 -1.67837 1.18593 -0.254
C 3.90304 -1.69655 1.11989 -0.468
C 4.25517 -1.10800 -0.06973 -1.415
C 3.04172 -0.73220 -0.69303 -0.735
N 1.98945 -1.07317 0.03471 1.139
H 4.09335 -1.23874 6.11982 0.444
H 2.79329 -0.58105 4.09552 0.543
H 2.35555 -4.68718 3.03174 0.484
H 3.65985 -5.36080 5.03925 0.430
H 0.08108 -3.08033 4.46584 0.461
H -2.53122 -2.70262 3.96800 0.427
H -2.65047 -1.57727 1.48104 0.550
H 4.56381 -2.10537 1.86822 0.512
H 5.24848 -0.94974 -0.45855 0.419
H 2.90955 -0.21746 -1.63122 0.771
O -3.93358 5.09411 -4.96397 -0.744
C -4.30241 4.50469 -3.93156 0.364
O -5.43654 4.37637 -3.43498 -0.723
C -3.15815 3.85377 -3.09280 0.434
C -1.89401 4.29616 -3.28133 -0.724
C -0.84293 4.07110 -2.32185 -0.331
N -0.61580 3.04285 -1.59138 -0.714
C -2.65294 2.07239 -1.48619 0.884
C -3.51081 2.95190 -2.02048 -0.507
C -2.95273 1.20679 -0.27985 -0.438
O -4.08673 1.22767 0.18950 -0.772
O -1.96060 0.55792 0.20151 -0.441
H -1.74707 5.04463 -4.05045 0.441
H -0.18716 4.90565 -2.07539 0.489
H -4.52480 2.98969 -1.64770 0.554
S 1.36898 1.57126 1.78089 -0.356
C -0.05162 2.29591 2.28028 0.334
N -0.81681 2.94847 1.33982 0.093
C -2.04025 3.42718 1.58558 0.223
C -2.53593 3.37051 2.85443 -0.829
C -1.68638 2.79918 3.81214 -0.056
N -0.50114 2.29374 3.56479 -0.649
H -0.47318 2.92484 0.36890 0.220
H -2.57652 3.82241 0.73235 0.402
H -3.52811 3.71755 3.09226 0.410
H -2.01129 2.74886 4.84850 0.390
F 2.57719 -2.56151 -3.25460 -0.239
C 1.24234 -2.54427 -3.38153 0.694
F 0.71026 -2.95873 -2.22954 -0.217
F 0.91147 -3.43182 -4.32758 -0.260
S 0.67158 -0.84002 -3.85565 0.872
O 0.76029 -0.10637 -2.60636 -0.594
O 1.58763 -0.50752 -4.90292 -0.680
N -0.77776 -1.01387 -4.37010 -0.557
S -2.01079 -0.80139 -3.30857 0.623
O -1.75178 -1.48598 -2.00898 -1.098
O -1.39382 1.92071 -2.03685 -0.040
C -3.07086 -2.07824 -4.15857 0.480
F -4.22032 -2.18409 -3.48153 -0.219
F -2.48763 -3.27519 -4.18382 -0.212
F -3.35587 -1.71099 -5.41073 -0.228
```

The HOMO-LUMO gap is 6.788 eV. The highest occupied orbital energy is -3.40 eV. The calculation puts the energy above the lowest of the compared OMol25 structures with the same formula, charge and spin at 2.691 eV. The total energy is -110535.6540 eV. The largest force on an atom is 0.0063 Eh/bohr. Its total charge is -2.

=====

Molecular formula: C29H19BrF4NOPS3Zr
Method: DFT, ωB97M-V/def2-TZVPD

Geometry as XYZ:
```
60
Properties=species:S:1:pos:R:3:mulliken_charge:R:1
Zr -0.55000 0.10993 1.38020 0.065
S -3.76904 -2.74773 2.81870 -0.166
C -4.50434 -1.23410 3.04577 -0.486
C -3.70262 -0.18772 2.67906 -0.665
C -2.43711 -0.59964 2.19601 0.464
C -2.33028 -1.99383 2.21369 0.238
C -1.17259 -2.72582 1.73112 1.183
C -1.12451 -4.11191 1.57711 -1.134
C 0.00893 -4.70394 1.06061 -0.499
C 1.10885 -3.91514 0.71207 -1.074
C 1.01364 -2.55906 0.88392 -0.305
N -0.10088 -1.96791 1.36529 0.379
H -5.50359 -1.18212 3.45246 0.507
H -4.01871 0.84222 2.76090 0.489
H -1.98740 -4.70080 1.85661 0.518
H 0.04692 -5.77663 0.92444 0.480
H 2.01725 -4.35299 0.32609 0.508
H 1.83874 -1.89629 0.64704 0.628
F -2.85967 0.26784 -5.93477 -0.244
C -2.09737 0.30175 -4.86878 0.585
C -0.89923 1.00256 -4.88856 0.220
F -0.53042 1.64837 -5.97299 -0.250
C -0.10118 1.03204 -3.75421 0.152
F 1.01855 1.74834 -3.78241 -0.372
C -0.46076 0.35700 -2.59382 0.053
P 0.54195 0.45559 -1.06395 1.668
C 2.27732 0.31051 -1.54032 0.525
C 3.24850 0.79391 -0.65791 -0.515
C 4.58959 0.57008 -0.92251 -0.789
C 4.96209 -0.15666 -2.04548 -0.604
C 3.99588 -0.65063 -2.91063 -0.800
C 2.65176 -0.42860 -2.66101 -0.622
C 0.10999 2.19118 -0.61627 0.716
C 0.90523 3.29457 -0.88881 -0.334
C 0.46665 4.56031 -0.51940 -0.726
C -0.74766 4.72749 0.13292 -0.698
C -1.54346 3.62937 0.42677 -1.005
C -1.11760 2.36153 0.05734 0.093
C -1.68254 -0.30841 -2.59192 -0.040
Br -2.31980 -1.11450 -0.98897 0.144
C -2.49884 -0.34401 -3.70501 0.097
F -3.65867 -0.97758 -3.66885 -0.294
H 2.96062 1.36538 0.21190 0.345
H 5.34186 0.96331 -0.25181 0.466
H 6.00820 -0.33735 -2.25318 0.434
H 4.29412 -1.20811 -3.78842 0.452
H 1.90400 -0.81215 -3.34420 0.482
H 1.85183 3.16551 -1.39723 0.488
H 1.07769 5.42369 -0.74780 0.472
H -1.08735 5.71683 0.40698 0.450
H -2.49304 3.76443 0.92751 0.531
H -1.82665 1.52134 0.18874 0.335
C -0.39916 -0.81026 4.79499 -0.865
O 0.05885 -0.18978 3.56379 -0.525
C 1.22886 0.59612 3.64914 0.237
S 2.31125 0.48819 4.82771 -0.108
S 1.23454 1.65369 2.27793 -0.304
H -1.29758 -1.36797 4.55170 0.252
H -0.62113 -0.03361 5.52288 0.375
H 0.36952 -1.46785 5.18780 0.390
```

The HOMO-LUMO gap is 7.236 eV. The highest occupied orbital energy is -14.27 eV. The calculation puts the energy above the lowest of the compared OMol25 structures with the same formula, charge and spin at 0.756 eV. The total energy is -157891.7968 eV. The largest force on an atom is 0.0271 Eh/bohr. Its total charge is +2.

=====

Molecular formula: C29H20BrClN6O3S2V
Method: DFT, ωB97M-V/def2-TZVPD

Geometry as XYZ:
```
63
Properties=species:S:1:pos:R:3:lowdin_spin:R:1
V 0.12739 0.09538 -0.04750 1.914
Cl -5.25755 4.62425 -0.41830 -0.002
C -3.81867 3.74222 -0.04297 -0.004
C -2.60682 4.42015 0.10048 0.005
C -1.45812 3.72660 0.40362 -0.004
C -1.46218 2.33079 0.53686 0.010
O -0.32179 1.71715 0.82427 0.003
C -2.69374 1.65142 0.37266 -0.001
C -2.80489 0.23023 0.54696 0.017
N -1.80211 -0.56715 0.42442 -0.005
C -1.84812 -1.91434 0.82575 0.002
C -2.92365 -2.75675 0.73084 -0.002
C -2.82802 -4.07997 1.20440 0.000
C -1.67254 -4.54260 1.77013 -0.002
C -0.54224 -3.69857 1.86593 0.000
C 0.68346 -4.09242 2.44860 0.000
C 1.72535 -3.20823 2.49410 0.000
C 1.56636 -1.93605 1.92162 0.003
N 0.43956 -1.53284 1.37448 -0.001
C -0.62684 -2.38551 1.36532 0.000
C -3.86755 2.38174 0.11822 0.004
H -2.58077 5.49385 -0.02494 0.000
H -0.51716 4.24846 0.51206 0.000
H -3.77864 -0.16144 0.84500 0.001
H -3.84765 -2.41539 0.28282 0.000
H -3.68914 -4.72812 1.11951 0.000
H -1.60481 -5.55432 2.14780 0.000
H 0.77947 -5.09054 2.85687 0.000
H 2.67288 -3.46998 2.94144 0.000
H 2.39112 -1.23451 1.90017 0.000
H -4.81286 1.86209 0.02432 0.000
N -1.07259 -2.11175 -2.49510 0.001
C 0.26882 -2.21048 -2.27930 0.002
N 0.88839 -1.42244 -1.44293 0.000
C 2.25829 -1.60183 -1.47011 0.002
C 2.67425 -2.61773 -2.25943 0.000
S 1.31688 -3.34887 -3.04339 0.000
C 3.02520 -0.56417 -0.78543 0.002
C 4.35344 -0.32627 -0.81401 0.002
S 4.70521 1.16142 -0.00501 0.001
C 3.01613 1.39522 0.29325 0.010
N 2.27221 0.40182 -0.13846 0.008
N 2.51984 2.44768 0.96132 0.006
H -1.39608 -1.15059 -2.43518 0.000
H -1.44382 -2.61979 -3.28229 0.000
H 3.67699 -2.95218 -2.46063 0.000
H 5.13135 -0.89620 -1.29110 0.000
H 3.08865 3.27218 1.04987 0.000
H 1.51789 2.58781 0.86573 0.001
Br -0.55821 5.78340 -5.91487 0.000
C -1.24730 4.33059 -4.91588 0.000
C -2.55786 3.92398 -5.11853 0.000
C -3.05953 2.86220 -4.38111 0.000
C -2.25705 2.21036 -3.45784 0.000
C -0.94591 2.62865 -3.26279 -0.001
C -0.43795 3.69879 -3.99004 0.000
C -0.06925 1.99266 -2.22600 0.005
O 0.95917 2.52449 -1.84105 0.007
O -0.52551 0.86200 -1.75112 0.014
H -3.17718 4.43633 -5.84141 0.000
H -4.08464 2.54946 -4.52864 0.000
H -2.64647 1.39099 -2.86930 0.000
H 0.57779 4.02424 -3.81534 0.000
```

Its spin multiplicity is 3. The HOMO-LUMO gap (alpha / beta) is 7.181 / 7.243 eV. The highest occupied orbital energy (alpha / beta) is -10.85 / -10.85 eV. The calculation puts the energy above the lowest of the compared OMol25 structures with the same formula, charge and spin at 0.000 eV. The total energy is -175404.7248 eV. The largest force on an atom is 0.0115 Eh/bohr. Its total charge is +1.